# 1
Molecular formula: C21H52As2F12KN4O4
Method: DFT, ωB97M-V with the def2-TZVPD basis set

Summary:
Charge   -1

Cartesian coordinates (Å):
K -0.099 -1.873 0.059
As 3.416 -1.902 1.838
F 3.721 -3.650 1.375
F 2.719 -1.762 0.105
F 3.158 -0.187 2.264
F 3.952 -2.243 3.494
F 5.087 -1.411 1.315
F 1.746 -2.378 2.362
As -0.661 1.104 3.225
F -1.388 -0.121 2.117
F -2.268 1.097 4.050
F -0.110 2.441 4.225
F 0.968 1.065 2.488
F -1.084 2.321 1.938
F 0.004 -0.209 4.383
C 0.298 3.055 -2.519
C -0.377 4.507 -2.088
C 0.543 4.954 -0.910
C 0.305 6.365 -0.568
C 0.577 7.223 -1.840
C -0.322 6.873 -3.059
N -0.245 5.423 -3.247
O -0.853 4.995 -4.413
C -1.785 7.467 -2.807
C 0.272 7.625 -4.331
C -1.869 4.346 -1.683
H -0.188 2.586 -3.374
H 0.137 2.393 -1.668
H 1.357 3.054 -2.776
H 0.325 4.384 -0.006
H 1.552 4.651 -1.189
H 0.781 6.608 0.382
H -0.750 6.469 -0.314
H 1.563 6.986 -2.239
H 0.482 8.240 -1.460
H -1.969 8.532 -2.948
H -2.437 7.134 -3.615
H -2.250 7.200 -1.858
H -0.378 7.367 -5.167
H 0.275 8.701 -4.159
H 1.255 7.242 -4.605
H -2.440 5.264 -1.548
H -1.932 3.780 -0.753
H -2.275 3.735 -2.490
H -0.051 4.958 -4.940
C -2.645 -1.908 -4.079
C -1.606 -1.871 -2.950
C -0.367 -1.263 -3.438
O 0.719 -1.308 -2.502
C 2.023 -0.945 -2.988
N -2.270 -1.054 -1.938
H -2.401 -2.736 -4.745
H -2.656 -0.959 -4.613
H -3.590 -2.046 -3.552
H -1.412 -2.891 -2.619
H -0.567 -0.195 -3.524
H -0.207 -1.691 -4.428
H 2.126 0.112 -3.233
H 2.184 -1.609 -3.838
H 2.666 -1.163 -2.135
H -2.962 -0.416 -2.303
H -2.701 -1.674 -1.268
C 0.276 -2.964 5.795
C 1.734 -2.601 6.046
C 2.541 -3.878 5.701
O 3.917 -3.645 5.630
C 4.651 -4.926 5.494
N 2.130 -1.326 5.340
H -0.337 -2.130 6.136
H -0.024 -3.734 6.506
H 0.028 -3.262 4.776
H 1.899 -2.553 7.122
H 2.307 -4.195 4.684
H 2.301 -4.702 6.372
H 5.720 -4.836 5.303
H 4.408 -5.555 4.638
H 4.456 -5.546 6.369
H 1.275 -1.074 4.865
H 2.566 -1.678 4.499
C -4.178 -5.228 0.309
C -2.773 -4.587 0.339
C -1.773 -5.259 -0.664
O -0.537 -4.510 -0.570
C 0.660 -5.178 -0.858
N -2.899 -3.157 0.069
H -3.952 -6.161 0.826
H -4.399 -5.316 -0.755
H -5.006 -4.747 0.830
H -2.271 -4.686 1.301
H -2.198 -5.076 -1.651
H -1.686 -6.261 -0.245
H 1.504 -4.504 -1.001
H 0.607 -5.568 -1.875
H 0.937 -5.979 -0.172
H -3.399 -3.119 -0.807
H -3.574 -2.852 0.756


# 2
Molecular formula: C21H52BN2O11P
Method: DFT, ωB97M-V with the def2-TZVPD basis set

Summary:
Charge   0
Structure (SMILES)   N=[PH2][C@H]1CNC(=O)[C@@H]1CB(O)O.COCCOC.COCCOC.COCCOC.COCCOC
ΔE to the lowest compared entry with this formula, charge and spin   0.0 kJ/mol

Cartesian coordinates (Å):
N 5.399 -1.414 -1.985
P 5.735 -0.597 -0.697
C 4.408 0.341 0.120
C 3.476 1.089 -0.893
N 2.109 0.584 -0.726
C 2.214 -0.654 -0.010
O 1.428 -1.550 -0.092
C 3.482 -0.662 0.837
C 3.219 -0.481 2.346
B 4.480 0.042 3.148
O 4.710 1.396 3.278
O 5.371 -0.806 3.747
H 4.434 -1.319 -2.281
H 6.203 -1.405 0.361
H 6.787 0.323 -0.877
H 4.865 1.103 0.753
H 3.474 2.157 -0.679
H 3.833 1.006 -1.920
H 1.581 1.194 -0.106
H 3.862 -1.682 0.715
H 2.926 -1.458 2.737
H 2.364 0.178 2.529
H 5.601 1.653 3.033
H 5.301 -1.715 3.449
C -2.989 2.074 1.621
O -2.047 1.214 2.236
C -2.551 -0.097 2.452
C -2.026 -1.076 1.427
O -2.501 -0.807 0.117
C -1.547 -0.128 -0.681
H -2.467 2.990 1.345
H -3.424 1.627 0.725
H -3.798 2.326 2.316
H -3.646 -0.093 2.444
H -2.228 -0.419 3.445
H -2.362 -2.083 1.695
H -0.931 -1.073 1.440
H -0.700 -0.775 -0.915
H -1.185 0.774 -0.177
H -2.039 0.163 -1.608
C -4.809 1.573 -1.785
O -5.354 2.392 -0.766
C -5.573 3.732 -1.169
C -7.032 4.000 -1.465
O -7.481 3.280 -2.599
C -8.232 2.124 -2.280
H -4.829 0.546 -1.422
H -5.388 1.644 -2.710
H -3.769 1.850 -1.992
H -4.964 3.974 -2.047
H -5.255 4.382 -0.347
H -7.161 5.066 -1.677
H -7.638 3.752 -0.587
H -9.210 2.394 -1.867
H -7.706 1.487 -1.565
H -8.382 1.572 -3.206
C 6.113 -0.790 -5.094
O 6.593 0.334 -5.819
C 7.857 0.123 -6.418
C 7.743 -0.156 -7.901
O 7.098 -1.390 -8.160
C 5.743 -1.254 -8.542
H 5.082 -0.578 -4.818
H 6.141 -1.696 -5.704
H 6.686 -0.948 -4.179
H 8.384 -0.701 -5.926
H 8.448 1.035 -6.278
H 8.748 -0.214 -8.330
H 7.211 0.666 -8.390
H 5.659 -0.819 -9.544
H 5.186 -0.634 -7.836
H 5.311 -2.253 -8.557
C -3.055 -3.206 7.913
O -4.379 -2.709 7.911
C -4.475 -1.345 7.539
C -4.938 -1.182 6.109
O -3.977 -1.668 5.186
C -4.294 -2.937 4.649
H -3.116 -4.284 8.053
H -2.543 -2.995 6.971
H -2.475 -2.776 8.738
H -3.513 -0.840 7.677
H -5.204 -0.871 8.203
H -5.085 -0.117 5.904
H -5.897 -1.691 5.968
H -5.146 -2.872 3.963
H -4.522 -3.662 5.434
H -3.423 -3.278 4.091


We obtain calculated total energy values of -207388.219; -58084.708 eV for the records listed above, in that order.
We obtain M values of 841.6; 550.4 Da for the records listed above, in that order.